Here is a structure of composition C24H44Br2Cl30F12OP2V at a distorted geometry from the OMol25 dataset. Energies are from ωB97M-V/def2-TZVPD.

- Frontier orbital gap (alpha / beta): 9.1 / 8.9 eV
- LUMO (alpha / beta): -1.2082 / -1.3811 eV
- E: -620295.4206 eV
- 2S+1: 2
- Expectation value of S²: 0.768

Each line ends with the Löwdin charge.
Positions of all 116 atoms, in Å:
O: 15.772 16.590 17.005  -0.260
V: 14.506 15.812 16.564  0.981
P: 13.738 14.242 14.318  0.331
F: 14.793 14.109 13.224  -0.061
F: 12.697 14.918 13.337  -0.086
F: 13.238 12.799 14.259  -0.054
F: 12.673 14.675 15.541  -0.181
F: 14.876 13.996 15.597  -0.246
F: 14.335 16.012 14.698  -0.354
P: 12.450 15.823 18.761  0.333
F: 11.557 14.812 17.995  -0.071
F: 13.904 14.784 18.129  -0.287
F: 12.841 16.658 17.225  -0.254
F: 13.614 16.714 19.420  -0.113
F: 11.348 16.829 19.067  -0.030
F: 12.399 15.002 20.136  -0.097
Br: 15.671 16.609 10.787  0.579
C: 14.390 17.961 11.547  -0.617
C: 14.454 19.173 10.691  -0.644
Br: 12.736 20.178 10.721  0.612
H: 14.623 18.128 12.609  0.006
H: 13.502 17.281 11.419  0.051
H: 14.532 18.870 9.652  0.024
H: 15.180 19.870 10.979  0.041
C: 10.034 11.629 12.066  -1.494
Cl: 11.065 10.310 12.609  0.529
Cl: 8.398 10.905 11.680  0.487
Cl: 10.571 12.570 10.663  0.526
H: 9.888 12.342 12.882  0.004
C: 19.773 13.831 10.219  -1.508
Cl: 18.861 14.525 11.547  0.526
Cl: 18.830 13.364 8.799  0.524
Cl: 20.699 12.414 10.809  0.499
H: 20.369 14.645 9.909  -0.008
C: 15.803 11.773 11.286  -1.527
Cl: 17.298 10.780 11.242  0.518
Cl: 14.407 10.825 11.685  0.555
Cl: 15.543 12.598 9.709  0.497
H: 15.872 12.653 11.999  0.002
C: 18.843 17.491 14.692  -1.513
Cl: 19.660 18.493 13.433  0.489
Cl: 17.292 16.843 14.084  0.504
Cl: 18.731 18.511 16.082  0.574
H: 19.460 16.607 14.866  -0.002
Cl: 15.839 11.225 15.550  0.652
C: 17.554 11.259 15.531  -0.719
C: 18.186 12.334 14.639  -0.573
Cl: 18.423 13.802 15.705  0.540
H: 17.842 10.324 15.056  0.069
H: 17.940 11.124 16.507  0.013
H: 17.613 12.545 13.716  0.037
H: 19.150 11.970 14.338  0.063
Cl: 14.651 12.423 21.682  0.538
C: 16.062 13.052 20.773  -0.635
C: 16.127 12.480 19.390  -0.680
Cl: 17.110 11.011 19.194  0.562
H: 16.984 12.951 21.363  0.080
H: 15.851 14.132 20.740  0.068
H: 16.670 13.176 18.766  0.050
H: 15.170 12.149 18.889  0.036
Cl: 8.145 10.341 18.831  0.568
C: 8.451 11.960 18.270  -0.665
C: 7.707 12.139 16.866  -0.604
Cl: 8.468 10.971 15.740  0.534
H: 9.513 12.105 18.165  0.028
H: 8.098 12.647 19.041  0.069
H: 7.920 13.125 16.590  -0.014
H: 6.612 11.986 16.879  0.084
Cl: 14.375 18.943 15.219  0.582
C: 13.203 20.122 16.030  -0.520
C: 13.333 20.101 17.533  -0.649
Cl: 14.847 20.809 18.107  0.574
H: 12.279 19.773 15.730  0.036
H: 13.485 21.037 15.536  0.065
H: 13.361 19.080 17.813  0.018
H: 12.531 20.634 18.045  0.084
Cl: 7.999 15.957 16.660  0.551
C: 7.211 17.541 17.017  -0.671
C: 5.763 17.468 17.190  -0.551
Cl: 5.095 17.037 15.502  0.526
H: 7.606 18.255 16.327  0.064
H: 7.634 17.833 17.977  0.075
H: 5.416 18.416 17.501  0.068
H: 5.515 16.685 17.893  0.077
Cl: 13.255 16.584 7.601  0.598
C: 12.909 15.040 8.273  -0.762
C: 12.460 13.978 7.331  -0.652
Cl: 10.901 14.422 6.564  0.525
H: 12.109 15.200 9.023  0.027
H: 13.874 14.742 8.704  0.017
H: 12.267 12.932 7.708  0.084
H: 13.153 13.878 6.495  0.065
Cl: 11.720 7.800 15.613  0.599
C: 12.405 9.192 16.395  -0.750
C: 11.924 9.627 17.742  -0.672
Cl: 12.502 11.233 18.128  0.624
H: 12.127 10.014 15.788  0.018
H: 13.472 9.138 16.351  0.050
H: 12.374 8.855 18.457  0.108
H: 10.834 9.546 17.774  0.041
Cl: 6.241 16.638 11.438  0.524
C: 6.973 15.529 12.745  -0.573
C: 6.842 14.113 12.286  -0.629
Cl: 5.205 13.387 12.693  0.504
H: 6.369 15.789 13.559  -0.042
H: 8.026 15.781 12.959  0.063
H: 7.515 13.451 12.844  0.036
H: 6.920 14.072 11.211  0.051
Cl: 9.715 16.122 10.264  0.560
C: 9.671 17.873 10.537  -0.640
C: 9.237 18.377 11.925  -0.568
Cl: 10.421 17.818 13.224  0.481
H: 8.952 18.215 9.854  0.052
H: 10.651 18.176 10.262  -0.007
H: 8.223 18.048 12.139  -0.002
H: 9.203 19.438 11.984  0.057

***

Here is a cluster of 6 separate species, C24H44F12N8P2 in total at a distorted geometry from the OMol25 dataset. Energies are from ωB97M-V/def2-TZVPD.

- Energy relative to the best compared isomer or geometry (same formula, charge and spin): 0.7158 eV
- Frontier orbital gap: 9.9 eV
- LUMO: -4.4945 eV
- E: -88709.7931 eV
- Total charge: +2

Each line ends with the Löwdin charge.
Positions of all 90 atoms, in Å:
C: -1.881 -4.457 -0.946  -0.067
C: -1.476 -5.499 0.077  -0.139
N: -0.059 -5.367 0.440  -0.025
C: 0.963 -6.083 -0.128  -0.010
C: 2.126 -5.575 0.337  -0.026
N: 1.786 -4.579 1.222  -0.073
C: 0.463 -4.456 1.247  0.002
C: 2.706 -3.784 2.041  0.028
H: -1.438 -4.608 -1.931  0.069
H: -1.596 -3.490 -0.529  0.048
H: -2.966 -4.486 -1.036  0.097
H: -1.630 -6.520 -0.273  0.133
H: -2.085 -5.424 0.979  0.122
H: 0.798 -6.885 -0.826  0.141
H: 3.134 -5.915 0.176  0.137
H: -0.042 -3.681 1.810  0.180
H: 3.749 -4.042 1.874  0.101
H: 2.495 -4.095 3.064  0.115
H: 2.554 -2.721 1.893  0.065
C: 3.510 2.927 2.722  -0.065
C: 3.039 3.886 3.775  -0.137
N: 1.911 4.714 3.303  -0.036
C: 0.719 4.237 2.814  0.020
C: -0.020 5.322 2.469  0.007
N: 0.750 6.432 2.725  -0.090
C: 1.904 6.034 3.251  -0.013
C: 0.303 7.821 2.589  0.032
H: 4.188 2.143 3.053  0.095
H: 4.033 3.406 1.889  0.084
H: 2.664 2.402 2.271  0.044
H: 3.817 4.583 4.084  0.129
H: 2.694 3.378 4.675  0.141
H: 0.545 3.179 2.687  0.118
H: -1.029 5.453 2.123  0.138
H: 2.669 6.696 3.619  0.174
H: -0.766 7.864 2.762  0.104
H: 0.528 8.173 1.584  0.105
H: 0.840 8.450 3.293  0.105
C: -3.862 0.845 -5.760  -0.063
C: -3.414 2.090 -5.003  -0.143
N: -3.093 1.817 -3.585  -0.044
C: -2.872 2.798 -2.648  -0.005
C: -2.717 2.191 -1.447  0.005
N: -2.817 0.843 -1.678  -0.064
C: -3.045 0.644 -2.964  -0.033
C: -2.704 -0.192 -0.628  0.026
H: -4.469 0.171 -5.157  0.080
H: -3.017 0.307 -6.187  0.084
H: -4.518 1.168 -6.567  0.092
H: -4.252 2.786 -5.000  0.133
H: -2.546 2.576 -5.438  0.132
H: -2.863 3.833 -2.945  0.140
H: -2.473 2.594 -0.481  0.141
H: -3.144 -0.330 -3.407  0.162
H: -3.146 -1.134 -0.943  0.097
H: -3.236 0.137 0.259  0.101
H: -1.640 -0.362 -0.488  0.069
C: 2.918 2.108 -1.299  -0.067
C: 3.664 0.813 -1.034  -0.150
N: 2.898 -0.378 -1.432  -0.022
C: 3.321 -1.678 -1.235  0.006
C: 2.349 -2.488 -1.706  -0.012
N: 1.359 -1.678 -2.196  -0.075
C: 1.703 -0.410 -1.984  -0.042
C: 0.139 -2.107 -2.875  0.029
H: 3.562 2.932 -1.000  0.085
H: 2.009 2.143 -0.697  0.061
H: 2.678 2.228 -2.357  0.084
H: 3.773 0.725 0.049  0.110
H: 4.646 0.770 -1.499  0.137
H: 4.305 -1.858 -0.840  0.146
H: 2.281 -3.561 -1.727  0.128
H: 1.064 0.433 -2.180  0.163
H: 0.018 -1.542 -3.794  0.103
H: -0.715 -2.002 -2.207  0.076
H: 0.247 -3.162 -3.108  0.098
P: -3.895 -2.621 2.264  0.149
F: -3.408 -4.150 2.450  -0.163
F: -2.922 -2.513 0.948  -0.212
F: -5.142 -3.120 1.383  -0.150
F: -4.346 -1.074 1.959  -0.184
F: -4.793 -2.652 3.595  -0.138
F: -2.661 -2.091 3.164  -0.166
P: 0.674 -0.183 1.762  0.174
F: -0.879 -0.423 1.806  -0.111
F: 0.994 -1.272 2.904  -0.136
F: 0.762 -1.397 0.655  -0.175
F: 2.289 0.058 1.610  -0.177
F: 0.455 0.970 0.619  -0.185
F: 0.583 0.967 2.892  -0.149

***

- E of number 2 (C24H44F12N8P2)?
  -88709.7931 eV

***

- Which value of E does entry 2 give?
  -88709.7931 eV

***

- Which of these has the highest E?
  C24H44F12N8P2